ORCA calculation (ωB97M-V/def2-TZVPD) on 12 unconnected molecules or ions with the total composition C22H68O12 at a distorted geometry.

Geometry as XYZ:
```
102
Properties=species:S:1:pos:R:3:lowdin_charge:R:1
C 1.64 -4.27 -2.30 -0.05
C 2.93 -3.45 -2.15 -0.53
C 3.22 -2.68 -3.46 -0.05
O 2.84 -2.63 -1.05 -0.04
H 1.83 -4.96 -3.12 0.08
H 0.80 -3.61 -2.53 0.08
H 1.46 -4.88 -1.42 0.06
H 3.79 -4.11 -2.03 0.13
H 2.43 -1.96 -3.68 0.08
H 3.37 -3.45 -4.22 0.08
H 4.13 -2.08 -3.37 0.07
H 1.93 -2.34 -0.94 0.09
C 4.79 -6.56 8.01 -0.06
C 5.58 -7.02 6.79 -0.51
C 4.95 -6.42 5.54 -0.05
O 6.84 -6.44 6.86 -0.05
H 3.75 -6.91 7.94 0.07
H 4.77 -5.47 8.06 0.09
H 5.18 -7.05 8.90 0.08
H 5.66 -8.10 6.79 0.13
H 5.51 -6.72 4.65 0.07
H 5.05 -5.33 5.61 0.08
H 3.90 -6.66 5.39 0.07
H 7.36 -6.87 7.54 0.09
C 4.52 -8.01 1.34 -0.01
C 3.63 -6.80 1.74 -0.47
C 3.38 -5.82 0.57 -0.03
O 2.43 -7.31 2.20 -0.06
H 4.76 -8.68 2.17 0.07
H 5.45 -7.61 0.94 0.05
H 4.09 -8.66 0.58 0.06
H 4.03 -6.23 2.58 0.11
H 2.74 -4.99 0.87 0.07
H 2.91 -6.35 -0.25 0.07
H 4.35 -5.47 0.21 0.07
H 2.06 -6.57 2.68 0.06
C 4.38 -8.80 -2.55 -0.04
C 2.97 -9.32 -2.92 -0.50
C 1.87 -8.79 -1.99 -0.05
O 2.69 -9.03 -4.26 -0.03
H 4.38 -7.76 -2.21 0.07
H 5.05 -8.87 -3.40 0.07
H 4.82 -9.44 -1.79 0.07
H 3.05 -10.39 -2.79 0.12
H 0.96 -9.36 -2.14 0.08
H 1.61 -7.77 -2.26 0.07
H 2.02 -8.77 -0.91 0.05
H 1.75 -9.24 -4.36 0.08
C 7.21 -4.95 1.13 -0.05
C 7.92 -4.72 2.44 -0.48
C 9.46 -4.82 2.20 -0.04
O 7.50 -3.56 3.09 -0.04
H 6.13 -4.91 1.20 0.04
H 7.45 -5.94 0.73 0.07
H 7.44 -4.18 0.39 0.10
H 7.54 -5.51 3.10 0.13
H 10.02 -4.86 3.13 0.07
H 9.87 -4.01 1.59 0.08
H 9.74 -5.76 1.72 0.07
H 7.65 -3.70 4.02 0.11
C 4.48 -11.23 4.76 -0.15
O 5.58 -11.10 5.66 -0.14
H 4.47 -10.45 4.00 0.07
H 4.52 -12.22 4.31 0.07
H 3.57 -11.20 5.37 0.07
H 5.45 -11.76 6.35 0.07
C 1.62 -8.64 5.80 -0.15
O 0.72 -9.77 5.91 -0.13
H 1.24 -7.66 6.07 0.08
H 2.51 -8.85 6.40 0.07
H 1.86 -8.55 4.74 0.05
H -0.12 -9.57 5.50 0.07
C 4.30 -2.58 1.97 -0.11
O 4.48 -3.52 3.06 -0.14
H 4.52 -3.08 1.03 0.05
H 3.26 -2.23 1.94 0.07
H 4.97 -1.72 2.00 0.09
H 5.42 -3.70 3.07 0.04
C 1.04 -4.00 3.42 -0.13
O 2.09 -4.89 3.79 -0.14
H 1.46 -3.01 3.24 0.07
H 0.63 -4.24 2.44 0.07
H 0.21 -3.93 4.13 0.08
H 2.92 -4.51 3.49 0.02
C 1.12 -10.70 2.27 -0.10
O 1.83 -10.08 1.17 -0.17
H 0.16 -10.18 2.33 0.08
H 1.04 -11.78 2.20 0.09
H 1.71 -10.47 3.16 0.07
H 1.93 -9.14 1.31 0.03
C 4.17 -12.60 0.17 -0.13
O 3.93 -11.92 1.45 -0.14
H 5.16 -12.43 -0.23 0.06
H 4.03 -13.66 0.38 0.07
H 3.58 -12.23 -0.66 0.07
H 3.18 -11.36 1.25 0.00
C 8.08 -8.55 -0.84 -0.16
O 7.93 -8.34 -2.23 -0.12
H 8.27 -9.60 -0.61 0.08
H 8.95 -7.98 -0.51 0.08
H 7.13 -8.38 -0.34 0.05
H 7.91 -9.17 -2.71 0.07
```

Summary:
HOMO energy = -9.89 eV
ΔE to the lowest compared entry with this formula, charge and spin = 2.193 eV
structure (SMILES) = CC(C)O.CC(C)O.CC(C)O.CC(C)O.CC(C)O.CO.CO.CO.CO.CO.CO.CO
largest force on an atom = 1.98 eV Å⁻¹
HOMO-LUMO gap = 10.5 eV
total charge = 0